Entry 1:
Here is a cluster of 2 separate species, C4H12 in total at a distorted geometry from the OMol25 dataset. Energies are from ωB97M-V with the def2-TZVPD basis set.

Each line ends with the Mulliken charge.
Element x y z (Å)
1 C -1.739 -1.026 0.169  -0.743
2 C -1.070 -0.566 1.459  -0.944
3 H -2.815 -1.279 0.329  0.294
4 H -1.470 -0.410 -0.687  0.242
5 H -1.378 -2.004 -0.209  0.249
6 H -1.555 -1.032 2.319  0.334
7 H -1.350 0.486 1.583  0.302
8 H -0.021 -0.572 1.461  0.298
9 C 1.678 0.392 -1.393  -0.770
10 C 1.176 1.245 -0.232  -0.668
11 H 2.221 -0.541 -1.089  0.249
12 H 0.880 -0.330 -1.845  0.196
13 H 2.319 0.990 -2.011  0.313
14 H 1.231 2.320 -0.667  0.272
15 H 1.724 1.260 0.697  0.297
16 H 0.169 1.066 0.118  0.077

Calculated values
Energy (Eh): -159.545048
HOMO level (eV): -11.0
HOMO-LUMO gap (eV): 12.176
SMILES string: CC.CC
Relative energy (zero: lowest compared OMol25 entry of this formula, charge and spin) (kJ/mol): 104.82
LUMO energy (eV): 1.16
Multiplicity: 1

Entry 2:
Here is the ion C5H13BrN with charge +1 from the OMol25 dataset. Energies are from ωB97M-V with the def2-TZVPD basis set.

Each line ends with the Mulliken charge.
Element x y z (Å)
1 C -0.736 -2.209 -0.698  -0.877
2 N -0.431 -1.340 0.454  -0.065
3 C -0.434 0.138 0.195  -0.043
4 C -0.452 0.849 1.540  -1.486
5 C 0.768 0.521 -0.681  0.003
6 C 0.943 2.016 -0.857  -1.491
7 Br 2.435 -0.272 0.122  -0.088
8 H 0.043 -2.130 -1.451  0.324
9 H -0.790 -3.246 -0.373  0.377
10 H -1.691 -1.930 -1.138  0.366
11 H -1.095 -1.534 1.212  0.404
12 H 0.525 -1.559 0.800  0.396
13 H -1.346 0.374 -0.364  0.294
14 H 0.482 0.697 2.077  0.349
15 H -1.274 0.494 2.157  0.459
16 H -0.596 1.916 1.401  0.429
17 H 0.684 0.046 -1.661  0.422
18 H 1.220 2.501 0.074  0.422
19 H 0.019 2.457 -1.226  0.399
20 H 1.725 2.213 -1.586  0.407

Calculated values
Energy (Eh): -2826.846160
HOMO level (eV): -14.4
Charge: +1
HOMO-LUMO gap (eV): 11.341
SMILES string: C[NH2+][C@@H](C)[C@@H](C)Br
Relative energy (zero: lowest compared OMol25 entry of this formula, charge and spin) (kJ/mol): 0.00
LUMO energy (eV): -3.09
Multiplicity: 1

Entry 3:
Here is a cluster of 5 separate species, C24H60ClO20P4 in total at a distorted geometry from the OMol25 dataset. Energies are from ωB97M-V with the def2-TZVPD basis set.

Each line ends with the Mulliken charge.
Element x y z (Å)
1 Cl -0.031 -18.879 -8.043  1.587
2 O 0.306 -18.687 -9.451  -0.668
3 O -0.559 -20.199 -7.873  -0.627
4 O 1.089 -18.569 -7.229  -0.630
5 O -0.988 -17.843 -7.739  -0.662
6 C 8.139 -16.522 -4.290  -1.131
7 C 8.364 -18.001 -3.983  -0.133
8 O 9.643 -18.415 -3.859  -0.398
9 P 11.055 -17.575 -4.063  0.758
10 O 12.265 -18.300 -3.461  -0.753
11 O 11.209 -17.295 -5.680  -0.166
12 C 12.521 -17.415 -6.279  -0.113
13 C 12.288 -17.074 -7.767  -1.105
14 O 10.803 -16.077 -3.593  -0.150
15 C 11.847 -15.046 -3.380  -0.170
16 C 12.633 -15.516 -2.105  -1.066
17 H 8.405 -15.778 -3.539  0.246
18 H 8.721 -16.197 -5.153  0.287
19 H 7.093 -16.305 -4.507  0.394
20 H 7.801 -18.219 -3.075  0.304
21 H 7.920 -18.456 -4.868  0.260
22 H 13.260 -16.772 -5.801  0.305
23 H 12.891 -18.440 -6.245  0.267
24 H 12.739 -16.137 -8.093  0.280
25 H 12.772 -17.868 -8.337  0.324
26 H 11.214 -17.100 -7.948  0.280
27 H 12.471 -15.203 -4.260  0.079
28 H 11.680 -13.971 -3.453  0.400
29 H 13.156 -16.460 -2.258  0.331
30 H 13.385 -14.757 -1.889  0.395
31 H 12.030 -15.620 -1.203  0.276
32 C 4.903 -16.899 1.731  -1.120
33 C 4.797 -18.464 2.188  -0.371
34 O 3.644 -19.058 1.716  -0.134
35 P 2.223 -19.306 2.467  0.841
36 O 1.929 -18.275 3.557  -0.716
37 O 1.169 -19.302 1.215  -0.274
38 C 0.886 -18.074 0.600  0.128
39 C 0.398 -18.154 -0.855  -1.333
40 O 2.248 -20.892 2.927  -0.408
41 C 3.503 -21.661 3.172  -0.071
42 C 3.772 -22.290 1.760  -1.050
43 H 3.896 -16.485 1.776  0.270
44 H 5.446 -16.415 2.543  0.338
45 H 5.332 -16.595 0.776  0.305
46 H 5.648 -18.974 1.736  0.327
47 H 4.827 -18.535 3.275  0.409
48 H 0.152 -17.518 1.184  0.286
49 H 1.779 -17.452 0.547  0.116
50 H -0.499 -18.770 -0.905  0.319
51 H 0.277 -17.152 -1.265  0.375
52 H 1.125 -18.616 -1.523  0.328
53 H 4.336 -20.996 3.400  0.125
54 H 3.403 -22.377 3.987  0.344
55 H 3.030 -22.994 1.384  0.336
56 H 3.841 -21.624 0.899  0.258
57 H 4.733 -22.801 1.718  0.373
58 C 2.241 -25.010 -4.700  -1.172
59 C 3.638 -25.126 -5.236  -0.066
60 O 4.265 -26.328 -4.727  -0.308
61 P 4.195 -27.731 -5.439  0.750
62 O 4.816 -28.838 -4.717  -0.701
63 O 2.643 -27.834 -5.881  -0.120
64 C 2.069 -29.000 -6.547  -0.133
65 C 2.225 -30.363 -5.766  -0.983
66 O 4.873 -27.309 -6.950  -0.394
67 C 5.137 -28.420 -7.803  -0.296
68 C 4.543 -28.141 -9.203  -1.175
69 H 1.513 -25.668 -5.176  0.271
70 H 2.044 -25.377 -3.693  0.312
71 H 1.899 -23.983 -4.821  0.395
72 H 3.736 -24.873 -6.292  0.256
73 H 4.076 -24.284 -4.700  0.286
74 H 1.018 -28.796 -6.753  0.381
75 H 2.578 -29.109 -7.504  0.044
76 H 3.297 -30.549 -5.832  0.240
77 H 1.870 -30.168 -4.754  0.272
78 H 1.680 -31.159 -6.273  0.399
79 H 6.204 -28.412 -8.026  0.403
80 H 4.884 -29.419 -7.450  0.331
81 H 4.658 -29.063 -9.773  0.318
82 H 3.521 -27.761 -9.225  0.324
83 H 5.103 -27.335 -9.677  0.369
84 C 5.824 -20.858 -14.172  -1.345
85 C 6.344 -22.269 -14.255  -0.074
86 O 7.168 -22.541 -15.313  -0.279
87 P 7.086 -23.859 -16.291  0.898
88 O 8.022 -23.806 -17.453  -0.743
89 O 7.322 -25.192 -15.318  -0.302
90 C 7.509 -26.489 -15.855  -0.104
91 C 8.505 -27.271 -14.961  -1.366
92 O 5.528 -24.116 -16.661  -0.288
93 C 5.037 -24.784 -17.840  -0.204
94 C 4.669 -23.609 -18.842  -1.043
95 H 5.606 -20.363 -15.119  0.362
96 H 4.801 -20.759 -13.810  0.379
97 H 6.394 -19.961 -13.931  0.368
98 H 6.872 -22.524 -13.336  0.279
99 H 5.473 -22.924 -14.275  0.275
100 H 6.601 -27.088 -15.782  0.258
101 H 8.022 -26.464 -16.816  0.347
102 H 8.502 -28.307 -15.299  0.390
103 H 9.574 -27.144 -15.134  0.344
104 H 8.302 -27.124 -13.900  0.327
105 H 5.665 -25.631 -18.118  0.293
106 H 4.148 -25.337 -17.535  0.314
107 H 5.410 -23.433 -19.622  0.297
108 H 3.685 -23.729 -19.296  0.331
109 H 4.663 -22.692 -18.253  0.284

Calculated values
Energy (Eh): -4280.899693
HOMO level (eV): -5.4
Charge: -1
HOMO-LUMO gap (eV): 7.232
LUMO energy (eV): 1.81
Multiplicity: 1

Entry 4:
Here is a structure of composition C54H114InN7O9 at a distorted geometry from the OMol25 dataset. Energies are from ωB97M-V with the def2-TZVPD basis set.

Each line ends with the Mulliken charge.
Element x y z (Å)
1 In 2.169 -1.611 -1.496  2.055
2 N 0.154 -1.803 0.357  0.852
3 O 0.632 -0.708 -0.108  -0.704
4 O -0.817 -1.881 1.047  -0.658
5 O 0.787 -2.841 0.072  -1.078
6 C 3.975 0.150 0.612  -2.269
7 C 4.223 -1.299 1.118  1.785
8 C 3.367 -1.590 2.317  -0.771
9 C 3.480 -3.060 2.739  -0.874
10 C 3.124 -4.029 1.587  -1.059
11 C 3.923 -3.826 0.303  1.754
12 N 3.955 -2.317 -0.012  1.112
13 O 4.928 -2.004 -0.997  -0.525
14 C 5.342 -4.496 0.512  -1.520
15 C 3.151 -4.535 -0.900  -2.206
16 C 5.684 -1.443 1.499  -1.291
17 H 4.585 0.213 -0.242  0.698
18 H 4.406 0.868 1.352  0.507
19 H 2.917 0.427 0.391  -0.100
20 H 3.680 -0.949 3.144  0.618
21 H 2.294 -1.402 2.108  -0.571
22 H 2.828 -3.286 3.576  0.457
23 H 4.496 -3.234 3.148  0.406
24 H 2.093 -3.770 1.451  -0.141
25 H 3.192 -5.080 1.820  0.641
26 H 5.602 -4.576 1.572  0.350
27 H 5.301 -5.498 0.098  0.503
28 H 6.175 -4.085 -0.039  0.264
29 H 3.344 -5.633 -0.874  0.621
30 H 2.113 -4.267 -0.905  0.181
31 H 3.628 -4.246 -1.825  0.638
32 H 6.407 -1.523 0.719  0.273
33 H 5.856 -2.296 2.156  0.403
34 H 5.933 -0.567 2.141  0.478
35 H 5.821 -2.038 -0.643  0.228
36 C 3.307 0.898 -3.205  -1.567
37 C 3.009 -0.125 -4.352  1.380
38 C 4.230 -1.020 -4.464  -0.919
39 C 3.983 -2.295 -5.283  -1.058
40 C 2.650 -3.051 -4.661  -0.625
41 C 1.362 -2.300 -4.563  1.817
42 N 1.856 -1.017 -3.753  -0.193
43 O 0.831 -0.238 -3.086  1.314
44 C 0.506 -1.960 -5.790  -1.538
45 C 0.419 -2.999 -3.557  -1.039
46 C 2.656 0.544 -5.697  -1.443
47 H 3.208 0.424 -2.257  0.014
48 H 2.506 1.652 -3.249  0.138
49 H 4.275 1.366 -3.346  0.625
50 H 5.071 -0.422 -4.856  0.547
51 H 4.499 -1.315 -3.465  0.001
52 H 4.839 -2.969 -5.356  0.594
53 H 3.823 -1.946 -6.317  0.343
54 H 2.974 -3.226 -3.654  -0.447
55 H 2.541 -4.008 -5.167  0.568
56 H -0.249 -1.218 -5.552  0.058
57 H 1.118 -1.669 -6.622  0.437
58 H -0.044 -2.789 -6.157  0.508
59 H 0.071 -3.957 -3.912  0.974
60 H 0.987 -3.092 -2.633  -0.544
61 H -0.471 -2.398 -3.385  -0.157
62 H 2.959 -0.041 -6.552  0.352
63 H 3.384 1.419 -5.718  0.416
64 H 1.646 0.912 -5.900  0.202
65 H 0.332 0.389 -3.619  -0.783
66 C 0.737 3.693 4.964  -1.612
67 C 1.361 3.468 3.559  2.070
68 C 0.761 4.265 2.425  -1.155
69 C 1.131 5.779 2.427  -1.081
70 C 2.662 5.984 2.386  -1.352
71 C 3.348 5.173 3.503  1.612
72 N 2.842 3.684 3.459  0.495
73 O 3.521 2.925 4.502  -0.499
74 C 4.910 5.129 3.181  -1.788
75 C 3.180 5.993 4.851  -1.669
76 C 1.069 2.000 3.211  -2.010
77 H -0.175 3.071 5.057  0.345
78 H 0.492 4.749 5.111  0.368
79 H 1.553 3.447 5.696  0.368
80 H 1.161 3.888 1.518  0.439
81 H -0.357 4.226 2.500  0.228
82 H 0.765 6.277 3.309  0.356
83 H 0.543 6.332 1.659  0.422
84 H 2.817 7.047 2.545  0.477
85 H 3.102 5.788 1.419  0.453
86 H 5.099 4.251 2.551  0.361
87 H 5.217 5.985 2.623  0.477
88 H 5.512 5.062 4.142  0.296
89 H 3.713 6.935 4.657  0.436
90 H 2.150 6.143 5.196  0.117
91 H 3.806 5.532 5.633  0.425
92 H 1.613 1.652 2.333  0.001
93 H -0.001 1.924 3.067  0.176
94 H 1.331 1.398 4.067  0.690
95 H 4.367 2.712 4.088  0.331
96 C -2.752 2.288 -5.120  -1.854
97 C -1.761 3.050 -4.196  1.676
98 C -2.187 4.544 -4.144  -1.253
99 C -1.696 5.434 -3.021  -0.518
100 C -2.026 4.699 -1.725  -1.672
101 C -1.359 3.335 -1.651  2.181
102 N -1.993 2.479 -2.846  -0.376
103 O -1.378 1.181 -2.720  1.242
104 C 0.143 3.298 -1.603  -1.118
105 C -1.805 2.690 -0.297  -1.862
106 C -0.387 2.905 -4.844  -1.609
107 H -3.791 2.412 -4.681  0.385
108 H -2.517 1.219 -5.119  0.228
109 H -2.727 2.669 -6.147  0.378
110 H -2.001 4.995 -5.125  0.312
111 H -3.291 4.467 -4.023  0.382
112 H -2.252 6.394 -2.985  0.487
113 H -0.626 5.664 -3.087  0.322
114 H -3.039 4.514 -1.615  0.675
115 H -1.819 5.198 -0.765  0.310
116 H 0.416 2.277 -1.341  -0.195
117 H 0.625 3.539 -2.529  0.276
118 H 0.533 3.987 -0.871  0.293
119 H -1.399 1.722 -0.150  -0.044
120 H -1.410 3.329 0.480  0.311
121 H -2.947 2.697 -0.185  0.334
122 H 0.439 3.505 -4.439  0.496
123 H -0.397 3.206 -5.897  0.586
124 H -0.088 1.873 -4.868  -0.175
125 H -2.105 0.567 -2.753  -0.333
126 C -3.798 -0.942 -0.562  -1.650
127 C -3.877 -2.196 -1.568  1.310
128 C -3.231 -3.238 -0.669  0.682
129 C -3.525 -4.693 -0.951  -0.893
130 C -5.015 -4.900 -1.061  -1.373
131 C -5.622 -3.932 -2.111  1.568
132 N -5.355 -2.562 -1.750  0.077
133 O -5.887 -1.679 -2.718  -0.472
134 C -5.069 -4.274 -3.524  -1.706
135 C -7.161 -3.987 -2.230  -1.667
136 C -3.047 -1.934 -2.823  0.418
137 H -4.426 -0.988 0.364  0.422
138 H -4.165 0.031 -1.025  0.336
139 H -2.753 -0.824 -0.269  0.057
140 H -2.155 -2.999 -0.731  -0.980
141 H -3.470 -2.998 0.376  -0.230
142 H -3.059 -5.324 -0.154  0.412
143 H -2.956 -5.002 -1.836  0.391
144 H -5.399 -4.646 -0.087  0.354
145 H -5.280 -5.938 -1.188  0.563
146 H -5.358 -3.530 -4.250  0.415
147 H -3.960 -4.301 -3.545  0.275
148 H -5.461 -5.216 -3.816  0.436
149 H -7.684 -3.292 -1.552  0.353
150 H -7.452 -3.734 -3.257  0.372
151 H -7.391 -5.090 -2.086  0.398
152 H -2.762 -2.859 -3.324  0.350
153 H -2.138 -1.391 -2.437  -1.178
154 H -3.518 -1.241 -3.515  0.552
155 H -6.642 -1.356 -2.217  0.400
156 C -3.176 1.943 4.638  -1.653
157 C -3.436 0.463 4.724  1.506
158 C -3.974 -0.179 3.362  -1.477
159 C -4.067 -1.719 3.475  -0.667
160 C -2.649 -2.254 3.738  0.262
161 C -1.945 -1.709 4.972  1.375
162 N -2.154 -0.214 5.095  1.105
163 O -1.234 0.446 5.476  -0.360
164 C -2.513 -2.298 6.241  -1.714
165 C -0.451 -1.962 4.952  -1.952
166 C -4.486 0.263 5.823  -1.799
167 H -2.209 2.309 4.269  0.128
168 H -3.205 2.450 5.589  0.477
169 H -3.964 2.370 4.009  0.519
170 H -4.940 0.345 3.270  0.584
171 H -3.274 0.120 2.599  0.382
172 H -4.421 -2.114 2.484  0.135
173 H -4.780 -2.065 4.214  0.580
174 H -2.034 -1.986 2.830  -0.721
175 H -2.708 -3.324 3.940  0.773
176 H -1.955 -1.912 7.083  0.444
177 H -3.590 -2.166 6.380  0.383
178 H -2.316 -3.370 6.069  0.444
179 H -0.098 -2.989 4.773  0.429
180 H 0.082 -1.428 4.090  0.239
181 H 0.011 -1.682 5.911  0.528
182 H -5.028 -0.604 5.615  0.531
183 H -5.216 1.092 5.692  0.437
184 H -4.033 0.370 6.817  0.367
185 H 1.726 6.873 7.340  0.050

Calculated values
Energy (Eh): -3375.272650
HOMO level (eV): -9.1
Charge: +2
HOMO-LUMO gap (eV): 1.167
LUMO energy (eV): -7.96
Multiplicity: 1